(1)
47
Properties=species:S:1:pos:R:3 method="wB97M-V/def2-TZVPD" smiles="CC(C)C[C@H](NC(=O)Nc1ccc(Oc2ccccc2)cc1)C(=O)O" de_lowest_ev=0.574 total_energy_ha=-1147.742438 total_charge=0 e_homo_ev=-7.92
C 2.289 3.127 5.925
H 1.919 3.935 6.552
H 2.828 2.425 6.556
H 2.985 3.545 5.201
C 1.131 2.430 5.210
C 0.377 3.437 4.344
H -0.568 3.028 3.994
H 0.981 3.733 3.489
H 0.151 4.329 4.924
C 1.689 1.247 4.408
C 0.661 0.414 3.620
N 0.347 0.980 2.332
C 0.386 0.188 1.211
O 0.851 -0.931 1.225
N -0.111 0.826 0.101
C -0.188 0.355 -1.212
C -0.736 1.198 -2.177
C -0.853 0.785 -3.488
C -0.420 -0.482 -3.861
C 0.145 -1.319 -2.905
C 0.257 -0.908 -1.592
H 0.693 -1.560 -0.854
H 0.507 -2.295 -3.193
O -0.501 -0.809 -5.192
C -0.790 -2.093 -5.572
C -0.309 -2.504 -6.811
C -0.615 -3.764 -7.287
C -1.399 -4.624 -6.536
C -1.887 -4.209 -5.309
C -1.591 -2.949 -4.823
H -1.985 -2.623 -3.872
H -2.509 -4.869 -4.722
H -1.633 -5.610 -6.907
H -0.235 -4.078 -8.249
H 0.299 -1.821 -7.384
H -1.275 1.437 -4.237
H -1.077 2.185 -1.897
H -0.461 1.765 0.227
H -0.208 1.819 2.326
H 1.112 -0.564 3.396
C -0.576 0.135 4.458
O -0.570 -0.388 5.537
O -1.707 0.542 3.861
H -2.472 0.313 4.412
H 2.432 1.608 3.694
H 2.189 0.577 5.108
H 0.446 2.040 5.970


(2)
15
Properties=species:S:1:pos:R:3 method="wB97M-V/def2-TZVPD" de_lowest_ev=4.902 total_energy_ha=-378.960848 total_charge=0 e_homo_ev=-9.68
C -1.968 0.625 -0.383
C -0.472 -0.948 0.396
C 0.913 0.926 0.614
H -1.837 1.466 0.285
H -3.110 0.534 -0.889
H -1.199 0.736 -1.309
H -0.413 -2.029 0.414
H 0.060 -0.685 -0.563
H 0.754 2.024 0.846
H 1.872 -1.021 0.497
H 3.019 -0.809 -0.758
N 1.858 0.690 -0.221
N 2.009 -0.777 -0.479
O -1.782 -0.622 0.169
O 0.297 -0.110 1.379


(3)
9
Properties=species:S:1:pos:R:3 method="wB97M-V/def2-TZVPD" smiles="O=CO.OO" de_lowest_ev=3.812 total_energy_ha=-341.345147 total_charge=0 e_homo_ev=-9.65
C 1.162 -0.380 -0.240
O 0.668 -1.467 -0.180
O 1.142 0.627 0.657
O -1.500 -0.203 0.369
O -1.270 0.599 -0.771
H 1.765 0.064 -0.993
H -1.694 1.460 -0.514
H 0.611 0.347 1.521
H -0.884 -1.046 0.150


(4)
19
Properties=species:S:1:pos:R:3 method="wB97M-V/def2-TZVPD" smiles=CCNCCC[O-] de_lowest_ev=1.472 total_energy_ha=-327.641958 total_charge=-1 e_homo_ev=-1.92
C -1.019 -0.034 1.160
N -0.252 -0.772 0.199
C 1.168 -0.674 -0.045
C 1.539 0.066 -1.366
C 1.163 1.545 -1.253
O 0.996 2.150 -2.450
C -2.424 -0.737 1.301
H -1.156 1.003 0.881
H -0.506 -0.055 2.136
H -0.702 -1.429 -0.396
H 1.668 -1.647 -0.057
H 1.672 -0.163 0.790
H 1.120 -0.518 -2.194
H 2.616 0.049 -1.576
H 2.006 1.999 -0.602
H 0.281 1.646 -0.589
H -3.101 -0.050 0.783
H -2.767 -0.626 2.328
H -2.302 -1.752 0.949


(5)
71
Properties=species:S:1:pos:R:3 method="wB97M-V/def2-TZVPD" de_lowest_ev=0.693 total_energy_ha=-3579.135424 total_charge=+1 e_homo_ev=-10.58
Sn 0.129 0.127 -0.296
Cl 2.216 -1.005 6.223
C 1.339 -0.304 4.929
C 0.720 -1.092 4.039
C -0.037 -0.513 2.948
N -0.677 -1.172 2.048
C -0.972 -2.532 2.148
O -1.340 -3.056 3.172
C -0.956 -3.297 0.848
C -1.544 -4.553 0.821
C -1.519 -5.268 -0.366
C -0.896 -4.710 -1.469
C -0.326 -3.452 -1.345
N -0.356 -2.750 -0.214
C -0.070 0.982 2.826
C 0.651 1.763 3.799
C 1.305 1.158 4.804
Cl 2.158 2.101 5.946
N -0.741 1.429 1.817
C -1.132 2.758 1.661
O -1.300 3.538 2.567
C -1.516 3.119 0.248
C -2.194 4.308 0.045
C -2.629 4.616 -1.235
C -2.365 3.725 -2.259
C -1.659 2.565 -1.975
N -1.235 2.267 -0.746
H 0.755 -2.166 4.140
H -2.008 -4.937 1.718
H -1.978 -6.246 -0.426
H -0.847 -5.235 -2.413
H 0.177 -2.986 -2.185
H 0.653 2.838 3.716
H -2.382 4.954 0.890
H -3.171 5.533 -1.424
H -2.694 3.916 -3.271
H -1.417 1.848 -2.747
C 5.571 -0.782 2.521
N 4.550 -1.645 1.975
C 4.744 -3.090 1.897
C 3.428 -3.586 1.274
N 2.601 -2.384 1.313
C 3.312 -1.285 1.631
S 2.705 0.290 1.604
H 5.874 -1.141 3.507
H 5.171 0.224 2.613
H 6.444 -0.764 1.868
H 4.918 -3.501 2.894
H 5.610 -3.319 1.276
H 2.974 -4.391 1.849
H 3.572 -3.928 0.247
H 1.743 -2.297 0.788
N 2.698 2.754 -1.378
C 1.836 2.113 -0.956
H 3.450 3.298 -1.751
O 1.585 -0.588 -2.087
C 0.618 -0.555 -2.887
O -0.541 -0.197 -2.504
C 0.821 -0.950 -4.312
C -0.268 -1.156 -5.153
C -0.067 -1.542 -6.470
C 1.220 -1.712 -6.957
C 2.285 -1.491 -6.102
C 2.115 -1.120 -4.785
N 3.661 -1.663 -6.615
O 3.786 -2.048 -7.757
O 4.574 -1.407 -5.857
H -1.266 -1.011 -4.763
H -0.913 -1.708 -7.122
H 1.409 -2.010 -7.978
H 2.967 -0.965 -4.140


(6)
16
Properties=species:S:1:pos:R:3 method="wB97M-V/def2-TZVPD" de_lowest_ev=0.221 total_energy_ha=-685.659565 total_charge=-1 e_homo_ev=-3.03
C -0.522 -1.691 0.937
C -0.288 -0.738 -0.235
S -0.280 0.986 0.328
N -1.924 -1.838 1.343
H 0.032 -1.327 1.809
H -0.141 -2.696 0.732
H -1.085 -0.857 -0.980
H 0.582 -1.123 -0.765
H -2.390 -2.410 0.648
H -2.317 -0.889 1.294
H 1.649 0.347 -3.056
H 1.903 0.043 -1.592
O 2.286 -0.086 -2.473
H 0.857 3.323 0.796
H 0.457 4.718 0.398
O 1.180 4.239 0.816